Below is C21H20Cl5MoN6OS4 as an isolated structure, with properties calculated with ωB97M-V with the def2-TZVPD basis set.

Properties
* charge: +1
* Kohn-Sham gap (alpha / beta): 6.47 / 6.51 eV
* ΔE to the lowest compared entry with this formula, charge and spin: 0.5057 eV
* HOMO (alpha / beta): -10.1980 / -10.2629 eV

Atoms and positions in Å:
Mo1 -0.280 1.667 -0.541
Cl1 2.466 -0.217 -2.557
C1 2.858 1.159 -1.579
C2 1.863 1.826 -0.867
C3 2.301 2.927 -0.162
Cl2 0.978 3.697 0.704
C4 3.590 3.419 -0.104
Cl3 3.959 4.814 0.818
C5 4.561 2.713 -0.808
Cl4 6.192 3.239 -0.769
C6 4.191 1.581 -1.541
Cl5 5.395 0.716 -2.407
N1 -2.048 0.557 3.293
C7 -0.983 1.158 3.920
C8 -0.173 1.614 2.925
N2 -0.728 1.307 1.707
C9 -1.856 0.673 1.964
C10 -2.662 0.238 0.849
N3 -2.234 0.504 -0.370
C11 -3.170 0.004 -1.241
C12 -4.180 -0.562 -0.524
N4 -3.845 -0.404 0.800
H1 -2.831 0.129 3.759
H2 -0.902 1.209 4.990
H3 0.755 2.149 3.011
H4 -3.063 0.081 -2.308
H5 -5.086 -1.051 -0.831
H6 -4.402 -0.710 1.580
O1 -4.870 3.259 -5.276
C13 -3.998 3.082 -4.485
S1 -3.965 3.836 -2.869
C14 -2.467 3.104 -2.356
C15 -1.847 2.277 -3.221
S2 -0.360 1.497 -2.796
S3 -2.593 2.026 -4.781
S4 -1.814 3.425 -0.792
C16 -1.089 -3.387 -0.185
C17 0.325 -3.203 -0.731
N5 1.224 -2.483 0.171
C18 2.229 -3.287 0.871
C19 1.666 -4.042 2.066
C20 1.099 -1.158 0.354
C21 2.027 -0.482 1.314
N6 0.217 -0.454 -0.301
H7 -1.702 -3.915 -0.914
H8 -1.567 -2.428 0.026
H9 -1.075 -3.970 0.734
H10 0.307 -2.695 -1.701
H11 0.778 -4.177 -0.912
H12 3.047 -2.645 1.183
H13 2.646 -3.988 0.146
H14 1.231 -3.353 2.792
H15 2.461 -4.601 2.558
H16 0.898 -4.753 1.763
H17 3.042 -0.518 0.913
H18 1.743 0.558 1.414
H19 2.023 -0.963 2.291
H20 -0.286 -0.997 -0.990

***

Below is one molecule with the formula C5H5N, with properties calculated with ωB97M-V with the def2-TZVPD basis set.

Properties
* Kohn-Sham gap (alpha / beta): 8.66 / 8.30 eV
* ΔE to the lowest compared entry with this formula, charge and spin: 6.5386 eV
* HOMO (alpha / beta): -9.1684 / -8.7969 eV

Atoms and positions in Å:
C1 -0.769 1.192 -0.398
C2 1.021 -0.083 0.268
C3 0.469 1.395 0.043
C4 -1.450 -0.154 -0.394
C5 -0.198 -0.886 0.268
N1 -1.365 -0.622 0.897
H1 1.521 -0.285 -0.581
H2 1.577 -0.389 1.131
H3 1.085 2.212 -0.222
H4 -1.962 -0.469 -1.269
H5 0.072 -1.910 0.257

***

Below is one molecule with the formula CH6Cl3NSi2, with properties calculated with ωB97M-V with the def2-TZVPD basis set.

Properties
* SMILES: [SiH3]N[SiH2]C(Cl)(Cl)Cl
* Kohn-Sham gap: 10.10 eV
* ΔE to the lowest compared entry with this formula, charge and spin: 0.6235 eV
* HOMO: -9.9277 eV

Atoms and positions in Å:
Si1 2.092 1.044 0.672
N1 0.806 -0.140 0.291
Si2 -0.664 0.498 -0.452
C1 -1.874 -1.348 -0.621
Cl1 -1.839 -2.223 0.999
Cl2 -1.424 -2.495 -1.893
Cl3 -3.582 -0.818 -0.872
H1 2.047 2.366 -0.012
H2 2.054 1.044 2.112
H3 3.497 0.710 0.370
H4 0.827 -1.136 0.373
H5 -1.434 0.966 0.624
H6 -0.506 1.532 -1.590

***

Below is a 9-piece molecular cluster, C36H48O24 overall, with properties calculated with ωB97M-V with the def2-TZVPD basis set.

Properties
* SMILES: O=C1C=CC(=O)C=C1.O=C1C=CC(=O)C=C1.O=C1C=CC(=O)C=C1.COC(=O)OC.COC(=O)OC.COC(=O)OC.COC(=O)OC.COC(=O)OC.COC(=O)OC
* Kohn-Sham gap: 8.36 eV
* HOMO: -9.9757 eV

Atoms and positions in Å:
O1 17.883 16.294 15.531
C1 17.490 16.011 14.404
C2 17.526 14.581 13.845
C3 17.129 14.337 12.601
C4 16.768 15.494 11.695
O2 16.264 15.238 10.636
C5 16.790 16.883 12.276
C6 17.101 17.087 13.511
H1 17.882 13.826 14.521
H2 17.025 13.328 12.235
H3 16.449 17.578 11.542
H4 16.991 18.089 13.923
O3 18.198 11.656 15.885
C7 18.266 11.092 14.789
C8 19.349 11.420 13.818
C9 19.234 11.227 12.547
C10 18.083 10.545 11.991
O4 17.975 10.397 10.801
C11 16.983 10.185 12.871
C12 17.082 10.331 14.206
H5 20.196 11.900 14.265
H6 19.936 11.604 11.870
H7 16.150 9.623 12.443
H8 16.251 10.102 14.888
O5 15.166 15.345 20.616
C13 15.085 14.474 19.785
C14 16.056 14.451 18.664
C15 16.067 13.626 17.630
C16 15.012 12.622 17.582
O6 14.956 11.862 16.645
C17 14.001 12.504 18.735
C18 14.057 13.360 19.756
H9 16.849 15.185 18.700
H10 16.808 13.606 16.844
H11 13.407 11.582 18.805
H12 13.334 13.365 20.554
C19 16.465 23.446 12.658
O7 15.136 23.479 13.046
C20 14.817 22.660 14.078
O8 15.551 21.824 14.516
O9 13.539 22.803 14.317
C21 13.034 21.714 15.006
H13 16.496 23.801 11.612
H14 16.916 22.463 12.810
H15 17.103 24.191 13.301
H16 13.585 21.481 15.915
H17 12.997 20.844 14.354
H18 12.007 21.961 15.301
C22 12.900 16.941 10.493
O10 12.781 15.901 9.477
C23 12.828 14.676 10.023
O11 12.971 14.315 11.155
O12 12.593 13.841 9.016
C24 12.675 12.473 9.373
H19 12.863 16.547 11.514
H20 12.037 17.656 10.309
H21 13.843 17.396 10.245
H22 13.564 12.114 9.858
H23 12.601 11.956 8.434
H24 11.883 12.183 9.994
C25 10.351 14.043 18.325
O13 9.147 13.151 18.585
C26 9.365 11.876 18.862
O14 10.481 11.397 19.039
O15 8.141 11.182 18.983
C27 8.361 9.743 19.256
H25 10.795 14.273 19.287
H26 9.938 14.994 17.933
H27 11.036 13.573 17.677
H28 8.584 9.547 20.306
H29 9.236 9.320 18.689
H30 7.476 9.247 18.894
C28 11.711 10.111 16.385
O16 12.817 9.735 15.542
C29 12.521 9.439 14.298
O17 11.374 9.302 13.789
O18 13.704 9.246 13.683
C30 13.589 8.685 12.370
H31 10.802 9.574 16.015
H32 11.629 11.172 16.424
H33 11.889 9.794 17.381
H34 14.442 8.007 12.263
H35 13.613 9.523 11.677
H36 12.741 8.044 12.239
C31 10.038 14.855 12.983
O19 10.898 15.923 13.303
C32 10.592 16.648 14.370
O20 9.648 16.467 15.145
O21 11.500 17.625 14.518
C33 11.168 18.567 15.497
H37 10.669 14.062 12.646
H38 9.412 15.290 12.208
H39 9.440 14.663 13.833
H40 10.297 19.229 15.276
H41 12.139 19.117 15.733
H42 10.862 18.167 16.451
C34 14.561 17.426 16.503
O22 14.658 16.439 15.499
C35 13.866 15.387 15.521
O23 12.915 15.192 16.340
O24 14.333 14.440 14.694
C36 13.461 13.237 14.499
H43 15.247 17.098 17.297
H44 13.555 17.487 16.969
H45 14.798 18.423 16.127
H46 13.845 12.736 13.588
H47 12.443 13.534 14.483
H48 13.593 12.574 15.338

***

The records above yield energy values of -140895.63211 -6749.36925 -55946.36179 -87244.74564 eV, respectively.